Computed, not measured: a single C14H14N2O3S molecule, with ωB97M-V with the def2-TZVPD basis set.

Structure (ORCA input):
```
! wB97M-V def2-TZVPD RIJCOSX def2/J DEFGRID3
* xyz 0 1
S -2.594 1.645 0.547
O -3.923 2.188 0.506
O -1.779 1.906 1.696
O 0.520 3.019 -0.599
N 0.136 0.775 -0.714
N 1.318 -1.108 -0.272
C -0.234 2.088 -0.741
C 3.612 -1.098 0.369
C 2.501 0.966 -0.073
C -1.717 2.255 -0.958
C 1.360 0.218 -0.343
C 4.920 1.037 0.593
C 2.426 -1.742 0.077
C 3.658 0.294 0.296
C -1.866 -0.973 1.022
C -3.673 -1.995 -0.827
C -2.696 -0.135 0.301
C -2.833 -2.845 -0.122
C -1.934 -2.339 0.804
C -3.605 -0.628 -0.616
H -4.256 0.059 -1.134
H -1.187 -0.542 1.740
H 2.472 2.040 -0.142
H -0.571 0.062 -0.843
H 5.371 0.671 1.513
H -1.287 -3.003 1.355
H 2.344 -2.820 0.122
H -1.973 3.306 -1.058
H -2.886 -3.910 -0.292
H 5.638 0.883 -0.213
H -2.101 1.682 -1.797
H 4.729 2.102 0.687
H -4.379 -2.397 -1.537
H 4.488 -1.662 0.650
*
```

Lowest unoccupied orbital energy   0.375 eV
Highest occupied orbital energy   -9.02 eV
Structure (SMILES)   Cc1ccnc(NC(=O)CS(=O)(=O)c2ccccc2)c1
Relative energy (zero: lowest compared OMol25 entry of this formula, charge and spin)   25.2 kcal per mole
Electronic energy   -1275.3262 Eh

Charges per atom according to Löwdin partitioning, unit e: number 1, S, carries 0.6985; number 2, O, carries -0.3018; number 3, O, carries -0.2843; number 4, O, carries 0.0986; number 5, N, carries 0.1496; number 6, N, carries 0.1152; number 7, C, carries -0.5091; number 8, C, carries -0.0367; number 9, C, carries 0.0486; number 10, C, carries -0.1061; number 11, C, carries -0.2734; number 12, C, carries -0.0411; number 13, C, carries -0.1394; number 14, C, carries -0.2598; number 15, C, carries -0.0761; number 16, C, carries -0.0639; number 17, C, carries -0.3061; number 18, C, carries -0.0658; number 19, C, carries -0.0606; number 20, C, carries -0.0636; number 21, H, carries 0.1167; number 22, H, carries 0.1172; number 23, H, carries 0.1061; number 24, H, carries 0.1220; number 25, H, carries 0.0836; number 26, H, carries 0.1098; number 27, H, carries 0.1048; number 28, H, carries 0.1171; number 29, H, carries 0.1069; number 30, H, carries 0.0885; number 31, H, carries 0.1089; number 32, H, carries 0.0796; number 33, H, carries 0.1076; number 34, H, carries 0.1086

***

Computed, not measured: 11 unconnected molecules or ions with the total composition C37H72N3O10S2, with ωB97M-V with the def2-TZVPD basis set.

Structure (ORCA input):
```
! wB97M-V def2-TZVPD RIJCOSX def2/J DEFGRID3
* xyz 1 1
S -2.309 -2.421 3.687
S -1.925 -3.025 0.883
O -1.303 -4.938 -6.388
O -7.215 2.116 -3.768
O -6.790 5.262 -5.619
O 10.706 3.813 1.399
O -4.424 -2.119 8.771
O 8.776 0.285 3.929
O 8.322 1.095 -0.257
O 3.736 0.394 2.526
O -9.539 -1.449 -2.835
O -3.526 -0.036 -1.945
N 0.104 -2.924 2.792
N -1.693 1.119 0.314
N 1.967 -3.762 3.569
C -3.658 -2.993 8.439
C -9.141 -2.105 -0.585
C 0.723 -3.970 3.461
C -5.531 1.150 -1.453
C 8.557 4.734 0.971
C 9.928 0.641 4.066
C -0.580 0.101 0.156
C 4.428 1.708 4.381
C 9.978 4.777 1.478
C 10.656 1.367 2.967
C 10.687 0.373 5.343
C 10.452 6.074 2.088
C -1.241 -3.531 -4.477
C -6.216 4.973 -6.644
C -0.495 -5.999 -4.421
C -6.594 5.600 -7.963
C 6.094 0.565 2.799
C 10.020 0.386 -1.760
C 1.109 -2.048 2.521
C -8.604 4.045 -3.705
C 9.061 -1.138 0.080
C -1.007 -1.003 -0.813
C -1.267 -2.774 2.499
C -3.669 -4.349 9.101
C -8.339 2.573 -3.863
C -1.039 -4.836 -5.216
C -5.478 -0.861 -3.022
C -2.646 -2.773 7.338
C 2.269 -2.544 2.978
C -10.051 -3.722 -2.369
C -9.517 1.681 -4.143
C -0.710 -2.422 -0.326
C 4.666 0.843 3.169
C -5.090 3.968 -6.657
C -9.574 -2.337 -2.013
C 9.060 0.204 -0.611
C -4.732 0.075 -2.121
H -5.943 -0.298 -3.833
H 9.916 1.392 -2.162
H 6.614 1.498 2.582
H 0.309 -2.563 0.043
H -3.884 -5.123 8.363
H 9.799 -0.334 -2.549
H -0.340 -0.268 1.150
H 6.596 0.049 3.613
H -5.991 1.784 -2.213
H 3.220 -2.048 2.905
H 10.046 -1.339 0.503
H -6.303 0.704 -0.823
H 11.046 0.249 -1.415
H -1.954 -3.670 -3.662
H -9.180 0.651 -4.231
H 9.838 6.326 2.954
H -4.927 3.599 -5.646
H -2.749 -1.760 6.952
H -0.810 -3.067 -1.202
H 4.877 2.691 4.231
H -2.702 -4.545 9.567
H -8.306 -2.762 -0.336
H 8.351 3.745 0.563
H -0.287 -3.175 -4.080
H 10.972 2.350 3.311
H -10.329 -3.749 -3.421
H -4.174 4.439 -7.016
H -9.994 1.979 -5.079
H 4.863 1.238 5.264
H -2.820 -3.480 6.526
H 8.328 -1.130 0.885
H -9.973 -2.298 0.094
H 6.122 -0.065 1.911
H -0.441 -0.849 -1.734
H -8.824 -1.070 -0.467
H -9.284 4.211 -2.866
H 11.003 1.315 5.793
H 9.993 1.492 2.115
H -7.413 6.299 -7.810
H -6.915 4.828 -8.665
H -1.635 -2.900 7.728
H 0.489 -5.750 -4.020
H -6.247 -1.389 -2.456
H 10.393 6.876 1.351
H -5.741 6.140 -8.377
H 11.529 0.789 2.654
H -10.922 -3.984 -1.767
H 3.358 1.829 4.538
H 8.798 -1.924 -0.630
H 10.044 -0.154 6.044
H -4.439 -4.369 9.868
H -1.174 -6.243 -3.603
H -7.671 4.562 -3.510
H 7.863 4.931 1.790
H -4.787 -1.590 -3.444
H -2.069 -0.851 -1.017
H -10.236 1.745 -3.325
H -9.039 4.444 -4.620
H -9.254 -4.448 -2.197
H -1.290 1.945 0.760
H -5.348 3.128 -7.303
H 0.298 0.615 -0.233
H 0.172 -4.818 3.833
H -2.371 0.729 0.970
H -2.113 1.369 -0.587
H -0.401 -6.866 -5.071
H 11.562 -0.244 5.133
H -4.878 1.763 -0.828
H -1.634 -2.785 -5.165
H 8.419 5.476 0.183
H 1.091 -1.081 2.044
H 11.486 5.966 2.409
*
```

Lowest unoccupied orbital energy   -3.259 eV
Highest occupied orbital energy   -10.84 eV
Electronic energy   -3165.7749 Eh

Here are the Löwdin charges for atoms 1 to 99, given in e: number 1, S, carries 0.7455; number 2, S, carries 0.9287; number 3, O, carries 0.0827; number 4, O, carries 0.0219; number 5, O, carries 0.0544; number 6, O, carries 0.0507; number 7, O, carries 0.0716; number 8, O, carries 0.0453; number 9, O, carries 0.0527; number 10, O, carries 0.0249; number 11, O, carries 0.0592; number 12, O, carries 0.0019; number 13, N, carries -0.1479; number 14, N, carries 0.2068; number 15, N, carries 0.0784; number 16, C, carries -0.5058; number 17, C, carries -0.0241; number 18, C, carries -0.1686; number 19, C, carries -0.0030; number 20, C, carries -0.0141; number 21, C, carries -0.4780; number 22, C, carries -0.1304; number 23, C, carries -0.0191; number 24, C, carries -0.4898; number 25, C, carries -0.0210; number 26, C, carries -0.0193; number 27, C, carries -0.0210; number 28, C, carries -0.0323; number 29, C, carries -0.4866; number 30, C, carries -0.0228; number 31, C, carries -0.0185; number 32, C, carries -0.0238; number 33, C, carries -0.0192; number 34, C, carries -0.1272; number 35, C, carries -0.0286; number 36, C, carries -0.0164; number 37, C, carries -0.2362; number 38, C, carries -1.1025; number 39, C, carries -0.0239; number 40, C, carries -0.4708; number 41, C, carries -0.5063; number 42, C, carries 0.0098; number 43, C, carries -0.0482; number 44, C, carries -0.0955; number 45, C, carries -0.0186; number 46, C, carries -0.0129; number 47, C, carries -0.4423; number 48, C, carries -0.4901; number 49, C, carries -0.0191; number 50, C, carries -0.5014; number 51, C, carries -0.5045; number 52, C, carries -0.4479; number 53, H, carries 0.0918; number 54, H, carries 0.0820; number 55, H, carries 0.0886; number 56, H, carries 0.0861; number 57, H, carries 0.0843; number 58, H, carries 0.0853; number 59, H, carries 0.0910; number 60, H, carries 0.0682; number 61, H, carries 0.0607; number 62, H, carries 0.0929; number 63, H, carries 0.0871; number 64, H, carries 0.0955; number 65, H, carries 0.0876; number 66, H, carries 0.0744; number 67, H, carries 0.0621; number 68, H, carries 0.0849; number 69, H, carries 0.0757; number 70, H, carries 0.0702; number 71, H, carries 0.0666; number 72, H, carries 0.0854; number 73, H, carries 0.0858; number 74, H, carries 0.0833; number 75, H, carries 0.0671; number 76, H, carries 0.0790; number 77, H, carries 0.0785; number 78, H, carries 0.0841; number 79, H, carries 0.0855; number 80, H, carries 0.0914; number 81, H, carries 0.0898; number 82, H, carries 0.0526; number 83, H, carries 0.0709; number 84, H, carries 0.0882; number 85, H, carries 0.0796; number 86, H, carries 0.1260; number 87, H, carries 0.0729; number 88, H, carries 0.0910; number 89, H, carries 0.0863; number 90, H, carries 0.0631; number 91, H, carries 0.0832; number 92, H, carries 0.0873; number 93, H, carries 0.0884; number 94, H, carries 0.0844; number 95, H, carries 0.0874; number 96, H, carries 0.0860; number 97, H, carries 0.0873; number 98, H, carries 0.0948; number 99, H, carries 0.0889

***

Computed, not measured: a single C24H28N2O3S molecule, with ωB97M-V with the def2-TZVPD basis set.

Structure (ORCA input):
```
! wB97M-V def2-TZVPD RIJCOSX def2/J DEFGRID3
* xyz 0 1
S 4.682 -0.081 -1.011
O 2.000 2.712 -1.703
O 1.419 -2.401 1.107
O 4.591 0.145 0.444
N 1.699 -1.966 -1.040
N 2.335 1.594 0.254
C -4.543 1.460 -0.615
C -1.427 -2.244 0.908
C 0.158 2.587 0.753
C -2.185 1.399 -1.050
C 1.638 2.514 1.142
C -1.921 1.270 0.308
C 2.465 1.786 -1.070
C -1.185 -1.895 -1.461
C -3.384 -1.996 -0.478
C -0.606 -2.100 -0.209
C -2.987 1.233 1.195
C 2.930 -2.108 -0.457
C 0.832 -2.151 -0.083
C -2.798 -2.190 0.768
C 2.753 -2.365 0.877
C -4.290 1.327 0.739
C -4.873 -1.978 -0.623
C 3.162 0.636 -1.793
C -2.558 -1.847 -1.587
C 2.287 3.897 1.135
C -3.486 1.494 -1.509
C 3.705 -2.596 1.991
C -0.503 1.205 0.792
C 4.175 -1.879 -1.208
H -5.250 -2.998 -0.710
H 2.426 -0.165 -1.900
H 0.082 2.998 -0.254
H -1.362 1.427 -1.748
H 1.720 2.080 2.146
H -2.796 1.130 2.255
H 2.214 4.329 0.141
H -3.429 -2.300 1.638
H -5.560 1.538 -0.972
H 1.784 4.551 1.843
H -0.542 -1.780 -2.319
H -5.168 -1.430 -1.514
H 2.987 0.944 0.684
H -0.472 0.812 1.811
H 0.063 0.529 0.148
H -3.676 1.598 -2.567
H 5.002 -2.461 -0.808
H -5.339 -1.519 0.245
H 4.246 -3.531 1.847
H -5.111 1.300 1.442
H 3.469 0.977 -2.780
H 3.157 -2.645 2.928
H 3.337 3.821 1.410
H -0.981 -2.396 1.879
H -2.999 -1.689 -2.560
H 4.048 -2.060 -2.271
H 4.425 -1.782 2.035
H -0.359 3.262 1.437
*
```

Lowest unoccupied orbital energy   0.612 eV
Highest occupied orbital energy   -8.13 eV
Relative energy (zero: lowest compared OMol25 entry of this formula, charge and spin)   3.7 kcal per mole
Electronic energy   -1664.7902 Eh

Charges per atom according to Löwdin partitioning, unit e: number 1, S, carries 0.9776; number 2, O, carries 0.0597; number 3, O, carries 0.1302; number 4, O, carries -0.5425; number 5, N, carries 0.1764; number 6, N, carries 0.0928; number 7, C, carries -0.1085; number 8, C, carries -0.0138; number 9, C, carries -0.1418; number 10, C, carries -0.0448; number 11, C, carries -0.3445; number 12, C, carries -0.2359; number 13, C, carries -0.5280; number 14, C, carries -0.0146; number 15, C, carries -0.2736; number 16, C, carries -0.1624; number 17, C, carries -0.0462; number 18, C, carries -0.3079; number 19, C, carries -0.2867; number 20, C, carries -0.0372; number 21, C, carries -0.2370; number 22, C, carries -0.0951; number 23, C, carries -0.0498; number 24, C, carries -0.2063; number 25, C, carries -0.0410; number 26, C, carries -0.0438; number 27, C, carries -0.0865; number 28, C, carries 0.0074; number 29, C, carries -0.1473; number 30, C, carries -0.2299; number 31, H, carries 0.0846; number 32, H, carries 0.0698; number 33, H, carries 0.1122; number 34, H, carries 0.1218; number 35, H, carries 0.1476; number 36, H, carries 0.1128; number 37, H, carries 0.0750; number 38, H, carries 0.1171; number 39, H, carries 0.1016; number 40, H, carries 0.0768; number 41, H, carries 0.1149; number 42, H, carries 0.0745; number 43, H, carries 0.0925; number 44, H, carries 0.1216; number 45, H, carries 0.0989; number 46, H, carries 0.1042; number 47, H, carries 0.0941; number 48, H, carries 0.0741; number 49, H, carries 0.0892; number 50, H, carries 0.1020; number 51, H, carries 0.0946; number 52, H, carries 0.0887; number 53, H, carries 0.0802; number 54, H, carries 0.1178; number 55, H, carries 0.1168; number 56, H, carries 0.0986; number 57, H, carries 0.0737; number 58, H, carries 0.1254